{
  "formula": "C8H14N2S",
  "method": "ωB97M-V/def2-TZVPD",
  "e_lumo_ev": 0.626,
  "e_above_lowest_kj_mol": 167.8,
  "homo_lumo_gap_ev": 9.437,
  "smiles": "CC1(C)CCSC[C@@]1(N)C#N",
  "symbols": ["C", "C", "C", "C", "C", "C", "C", "C", "N", "N", "S", "H", "H", "H", "H", "H", "H", "H", "H", "H", "H", "H", "H", "H", "H"],
  "xyz": [[-2.0082, -0.6098, 0.0989], [0.8061, -1.3628, 0.2021], [1.3272, -1.4334, -1.2329], [-0.7935, 0.2626, -1.7214], [-0.9256, 0.4044, -0.2306], [0.3000, 0.0288, 0.6139], [1.3152, 1.1254, 0.4515], [-0.0669, -0.1317, 2.1023], [-2.9821, -1.2772, 0.2836], [-1.5176, 1.7136, 0.0962], [-0.2397, -1.3610, -2.2536], [-0.1073, -1.9755, 0.3289], [1.6394, -1.7162, 0.8321], [2.0870, -0.6490, -1.5442], [1.8075, -2.4134, -1.5023], [-1.7656, 0.4817, -2.2398], [-0.0207, 1.0418, -2.0481], [2.2758, 0.7013, 0.8067], [1.0494, 1.9876, 0.9940], [1.5324, 1.2791, -0.6545], [-0.2827, -1.1422, 2.3658], [-1.0320, 0.3311, 2.3043], [0.7547, 0.4955, 2.7631], [-0.8298, 2.3219, -0.4489], [-2.3232, 1.8975, -0.3671]],
  "forces_ev_per_angstrom": [[-4.2, -2.2, 0.8], [0.7, 0.2, -0.5], [-0.5, -0.4, -1.2], [1.3, 1.2, -1.5], [-3.1, -1.7, 0.7], [0.1, -0.1, 0.6], [2.0, -1.8, -2.0], [1.0, 3.0, 1.0], [4.2, 2.7, -0.7], [5.7, 0.8, 0.7], [1.0, -0.1, -0.5], [0.9, -0.4, -0.2], [-0.6, 0.3, 0.4], [-1.1, -0.7, 0.5], [-0.6, 0.8, 0.4], [0.9, -0.2, 0.5], [-1.1, -0.9, 0.1], [-0.3, 0.6, 0.2], [-0.2, 1.2, 0.4], [-0.4, 0.5, 1.3], [0.7, -0.9, 0.5], [0.1, 0.6, 0.0], [-2.1, -2.2, -1.3], [-1.1, -0.2, 1.3], [-3.4, 0.0, -1.7]],
  "lowdin_charge": [-0.195, -0.239, -0.410, -0.466, -0.560, -0.546, -0.055, -0.034, 0.177, 0.118, 0.873, 0.105, 0.130, 0.094, 0.085, 0.109, 0.103, 0.105, 0.070, 0.095, 0.067, 0.071, 0.150, 0.116, 0.037]
}


{
  "formula": "C8H14N3O3",
  "method": "ωB97M-V/def2-TZVPD",
  "e_lumo_ev": -3.341,
  "e_above_lowest_kj_mol": 609.4,
  "homo_lumo_gap_ev": 9.604,
  "charge": 1,
  "smiles": "C[N@H+]1[C@H](C/C=[N+](\\[O-])O)CC[C@]1(O)C#N",
  "symbols": ["C", "C", "C", "C", "C", "C", "C", "C", "N", "N", "N", "O", "O", "O", "H", "H", "H", "H", "H", "H", "H", "H", "H", "H", "H", "H", "H", "H"],
  "xyz": [[-1.7760, 0.5530, -0.5032], [1.2492, 0.1607, 1.2047], [-0.1342, 0.8566, 1.2683], [0.6622, -1.7606, -0.4346], [-0.8294, -1.7957, -0.2358], [1.2897, -0.4018, -0.2158], [-0.5037, 1.2219, -0.1915], [1.5251, 1.8163, -1.3378], [-2.8386, 0.4043, -0.8894], [-1.3235, -2.0863, 0.9032], [0.6337, 0.7285, -0.9888], [-0.7818, -2.0206, 1.9933], [-2.7159, -2.1965, 0.8564], [-0.7129, 2.6148, -0.3904], [2.1854, 0.8915, 1.4398], [1.2318, -0.6710, 1.9240], [-0.9698, 0.1789, 1.4404], [0.0567, 1.7292, 1.7565], [0.9707, -2.4128, 0.3655], [0.9616, -2.2035, -1.4710], [-1.5430, -2.0246, -0.9646], [2.3790, -0.4545, -0.4136], [0.9218, 2.4560, -1.9530], [1.9619, 2.3729, -0.5276], [2.2908, 1.2679, -1.8958], [-2.9990, -2.5213, 1.7148], [0.3892, 0.3750, -1.9474], [-1.5809, 2.9219, -0.5066]],
  "forces_ev_per_angstrom": [[0.8, 0.9, -1.0], [0.4, 0.4, 0.9], [0.9, -1.9, -2.5], [-0.8, -0.3, -1.4], [0.9, -1.0, -1.5], [2.0, 0.4, 1.1], [-1.9, 1.2, 1.3], [1.4, 0.0, -1.1], [-1.2, -0.4, -0.2], [-1.2, 1.0, 1.1], [-0.1, -1.6, -1.8], [0.3, -0.6, 1.1], [0.3, -0.2, -0.6], [3.3, -1.3, 0.2], [-2.4, -1.7, -0.6], [0.4, 0.4, -0.2], [0.6, 0.4, 1.8], [-0.8, 2.3, 2.0], [1.0, -0.3, 0.1], [-0.6, 0.7, 1.9], [-0.5, 0.1, -1.5], [-0.7, 0.1, -0.9], [0.3, 0.6, -0.4], [-0.1, -0.1, 0.5], [0.2, 0.8, -0.1], [0.2, -0.2, 0.7], [-0.5, 0.1, 1.2], [-2.2, 0.0, -0.3]],
  "lowdin_charge": [-0.159, -0.082, -0.023, -0.059, -0.104, -0.243, -0.417, 0.032, 0.259, -0.326, -0.034, 0.034, 0.103, 0.076, 0.180, 0.122, 0.114, 0.105, 0.129, 0.172, 0.127, 0.166, 0.114, 0.123, 0.129, 0.134, 0.222, 0.107]
}


Which formula does entry 2 have?
C8H14N3O3